A 2-piece molecular cluster, C4H15N2O overall in a non-equilibrium geometry. Source: the OMol25 dataset; level of theory: wB97M-V/def2-TZVPD.

XYZ file:
```
22
Properties=species:S:1:pos:R:3:forces:R:3:mulliken_charge:R:1
C -1.1835 -2.6289 0.1826 -0.3165 0.3957 0.2712 -0.25
O -0.8550 -1.8281 1.3476 0.1821 0.0078 -0.2172 -0.64
C -2.5135 -2.1865 -0.3832 -0.1942 -0.7464 -0.2678 -0.97
H -0.3717 -2.4841 -0.5277 0.0632 -0.1184 -0.0726 0.21
H -1.2270 -3.6750 0.4727 0.1158 -0.0863 -0.0747 0.40
H -0.9644 -2.3380 2.1538 -0.0728 0.0026 0.0162 0.32
H -2.5494 -1.1535 -0.7224 0.1372 0.1111 0.1212 0.29
H -2.7426 -2.8206 -1.2445 0.0115 0.1199 -0.0485 0.34
H -3.3077 -2.3741 0.3386 -0.0061 0.2101 0.0641 0.28
N 0.2185 0.6127 0.8775 -0.2485 -0.1989 -1.1621 -0.15
C 0.6899 1.1027 -0.4698 0.4013 0.2612 0.4172 -0.64
C 1.5716 2.3291 -0.2574 -0.2668 0.1561 -0.4374 -0.49
N 2.1194 2.7619 -1.5440 0.0190 -0.6229 0.5591 -0.59
H 1.0116 0.3136 1.4317 0.1216 0.1159 0.3833 0.42
H -0.3157 1.3288 1.3477 -0.0404 0.3108 0.4141 0.40
H -0.3887 -0.2236 0.7899 0.0422 -0.1550 0.4288 0.15
H 1.2912 0.2937 -0.8782 -0.1605 -0.0840 -0.2338 0.40
H -0.1766 1.3086 -1.0898 -0.0168 -0.0530 -0.0521 0.34
H 0.9660 3.1631 0.1047 0.0100 -0.1051 0.2982 0.36
H 2.3159 2.0520 0.5030 0.0956 0.2220 0.0084 0.35
H 2.7735 3.5117 -1.3804 -0.0118 0.4048 -0.0586 0.26
H 2.6931 2.0095 -1.8980 0.1351 -0.1481 -0.3569 0.24
```
Positions in Å, forces in eV/Å.

Results
Kohn-Sham gap, eV: 10.3
Net charge: +1
Energy above the lowest of the compared OMol25 structures with the same formula, charge and spin, eV: 1.148
Calculated total energy, eV: -9412.5142
E_HOMO, eV: -13.51

---

C21H42AsBeN2Si4 as an isolated structure in a non-equilibrium geometry. Source: the OMol25 dataset; level of theory: wB97M-V/def2-TZVPD.

XYZ file:
```
71
Properties=species:S:1:pos:R:3:forces:R:3:mulliken_charge:R:1
Be -0.4573 0.1605 -0.2240 -0.7360 -2.5413 2.0200 -0.08
C -2.0486 1.1992 2.9111 -0.4906 0.1754 0.2292 -1.20
Si -1.0066 -0.1718 2.1344 2.4089 1.4603 -1.5673 0.09
C 0.6652 -0.2154 3.0780 -0.8047 1.4344 1.3012 -0.92
C -1.8886 -1.7176 2.5910 -0.2953 -0.1171 1.1542 0.57
C -2.2496 -2.1092 3.8782 1.1660 0.6181 1.1951 -0.45
C -2.9614 -3.2724 4.0945 -0.4761 0.4238 0.9345 -0.60
C -3.3770 -4.0047 3.0018 -0.1731 -1.2820 -0.9594 -0.54
C -2.9448 -3.6903 1.7118 -0.1217 0.0672 1.0538 -0.58
C -2.2188 -2.5219 1.5296 -0.3008 -0.1886 -1.3065 0.28
Si -1.7868 -1.8134 -0.1645 1.3354 2.2819 -0.6974 0.00
C -3.4734 -1.5452 -0.9258 -1.0981 -1.5045 -1.0534 -1.37
C -0.9974 -3.2680 -0.9966 -0.6429 -0.9807 -1.5827 -1.09
H -3.0823 1.0900 2.4801 0.8008 0.3083 0.5941 0.19
H -1.6906 2.2458 2.8256 -0.1796 -0.5828 -0.2072 0.27
H -2.0391 0.9462 3.9826 -0.4717 0.2217 -0.0314 0.40
H 0.3892 -0.4166 4.1379 0.5706 -0.0180 -0.2042 0.37
H 1.1669 0.7990 3.0500 -0.4324 -1.0867 -0.0221 0.26
H 1.3377 -0.9696 2.7177 0.3541 -0.3821 -0.2049 0.04
H -1.8378 -1.5159 4.7474 -0.7436 -0.6475 -0.8500 0.13
H -3.2429 -3.5543 5.1230 0.1047 0.0319 -0.6183 0.33
H -4.0052 -4.8937 3.1075 0.2067 0.1769 0.2650 0.34
H -3.1545 -4.3526 0.8819 -0.2250 0.0027 -0.0709 0.36
H -3.9509 -2.5334 -0.6923 -0.4349 0.7554 -0.2922 0.34
H -3.4413 -1.4856 -2.0414 0.1359 0.0257 0.6521 0.34
H -4.1045 -0.7257 -0.5696 0.1651 -0.1607 0.2575 0.27
H -1.8469 -3.9057 -1.3617 0.6884 -0.1298 0.4700 0.26
H -0.3103 -3.8125 -0.3641 -0.0990 -0.3654 0.4335 0.34
H -0.4096 -3.0654 -1.8977 -0.1342 0.4316 0.0633 0.37
C -4.0033 3.6425 -1.4752 0.1394 1.2226 0.5796 -1.26
C -2.7498 3.1135 -0.8732 0.1824 0.1769 -0.4292 0.39
C -1.7223 3.7905 -0.2254 -0.8561 -1.3812 -0.6714 -0.79
C -0.7714 2.7910 0.0803 -0.1192 -0.0034 0.4586 0.31
N -1.2143 1.5809 -0.2970 -0.6400 1.8700 -1.6088 0.20
N -2.4330 1.8022 -0.9559 1.5974 0.7230 1.2120 0.32
C 0.5135 3.0846 0.8286 -0.3493 0.0856 -1.5873 -1.06
H -4.8592 3.0692 -1.1403 -0.2684 -0.0549 0.0522 0.33
H -3.9895 3.6463 -2.5687 0.0744 0.0306 0.1114 0.27
H -4.0957 4.6975 -1.0971 -0.2055 -0.9404 -0.5721 0.32
H -1.7317 4.8335 0.0207 0.1794 0.1591 0.0627 0.43
H -2.8190 1.0884 -1.5637 0.2176 -0.0629 0.4857 0.29
H 1.2807 3.4816 0.1299 -0.3749 -0.4599 0.2446 0.19
H 0.9188 2.2491 1.3613 0.0867 -0.6030 0.1850 -0.08
H 0.2864 3.8945 1.4830 -0.0730 0.5751 0.7977 0.47
C 4.2533 -0.0479 0.9534 -0.1354 -0.3955 0.7702 -1.03
Si 3.3804 -1.3703 -0.1322 -1.7099 1.2160 -0.4338 0.37
C 2.9264 -3.0510 0.7226 -0.2145 0.4076 0.6048 -0.91
C 4.4464 -1.6686 -1.6209 0.7365 -0.7943 -0.5405 -1.34
As 1.3798 -0.4961 -1.2182 0.8377 0.4683 -0.5681 0.31
Si 2.0974 1.3586 -2.6644 -0.5375 -1.7191 1.5713 0.25
C 2.9306 0.5136 -4.1017 1.0909 0.4857 -1.7115 -1.03
C 0.6236 2.2994 -3.4377 0.4867 1.4807 -0.2261 -0.99
C 3.3410 2.5165 -1.8543 -0.1489 1.4211 -0.9326 -1.18
H 3.6287 0.3998 1.7466 -0.2084 -0.2614 -0.5068 0.22
H 4.6817 0.7935 0.3934 -0.1271 -0.3764 -0.1706 0.27
H 5.0463 -0.5240 1.5324 0.4409 -0.0314 -0.0746 0.42
H 1.9489 -2.9129 1.2948 1.4054 -0.2365 -0.4372 0.12
H 3.7555 -3.4633 1.3632 -0.8675 0.5725 -0.2573 0.37
H 2.7325 -3.8401 -0.0161 -0.0191 0.3843 -0.1236 0.34
H 5.2779 -2.3269 -1.3549 0.1701 -0.1534 -0.0356 0.44
H 4.9075 -0.7701 -2.0181 -0.0294 0.3692 0.1143 0.29
H 3.9226 -2.1383 -2.4722 -0.0327 0.1146 0.5459 0.33
H 2.1696 -0.0310 -4.6818 0.2044 -0.1331 0.3369 0.23
H 3.8065 -0.1687 -3.9013 -1.0875 0.7298 0.0017 0.24
H 3.2927 1.3003 -4.8417 -0.1609 -0.6916 0.7425 0.30
H -0.0937 1.6328 -3.9035 -0.1108 -0.2580 0.0255 0.29
H 1.0383 2.9509 -4.2674 -0.2950 -0.6636 0.6710 0.37
H 0.0643 3.0220 -2.7902 0.4623 -0.7634 -0.1809 0.22
H 4.3591 2.1679 -2.0630 -0.1087 0.1490 -0.0785 0.40
H 3.2646 2.6770 -0.7866 -0.2461 -0.2219 0.2178 0.32
H 3.1752 3.5318 -2.3340 0.5369 -0.8647 0.3994 0.34
```
Positions in Å, forces in eV/Å.

Results
Kohn-Sham gap, eV: 4.1
Net charge: -1
Energy above the lowest of the compared OMol25 structures with the same formula, charge and spin, eV: 2.536
Calculated total energy, eV: -118192.1921
E_HOMO, eV: -1.59

---

Which formula does entry 1 have? C4H15N2O

---

Which formula does entry 1 have? C4H15N2O